Entry 1:
The following is a quantum chemistry calculation of 3 unconnected molecules or ions with the total composition C2H11N2O2 at a distorted geometry, from the OMol25 dataset.

Each line ends with the Mulliken charge.
Element x y z (Å)
C (0.8166, -1.0838, -1.2731)  -0.790
N (-1.9198, 0.3503, 0.6566)  -0.320
C (-1.1257, -0.0634, -0.3402)  0.150
N (-0.2088, -1.0049, -0.1774)  -0.074
H (1.8843, -1.3073, -0.8252)  0.300
H (0.9053, -0.0729, -1.8218)  0.243
H (0.7407, -1.9196, -1.9606)  0.313
H (-1.7461, 0.0215, 1.6604)  0.263
H (-2.6642, 1.0347, 0.3497)  0.277
H (-1.3036, 0.2789, -1.3885)  0.366
H (-0.1556, -1.6074, 0.7034)  0.264
H (1.8163, 1.8033, -1.4686)  0.312
H (1.0340, 2.9778, -1.9954)  0.343
O (1.0224, 2.2529, -1.3073)  -0.643
H (0.6501, 0.1695, 3.1176)  0.305
H (0.2144, -1.3561, 3.2931)  0.348
O (0.0398, -0.4733, 2.7773)  -0.658

Cartesian forces, eV/Å:
C 2.754 0.456 0.815
N -0.095 0.228 -0.826
C -0.694 -0.880 1.233
N 0.373 -0.162 -0.580
H -2.146 0.791 -0.415
H -0.465 -1.816 0.959
H -0.867 0.003 -0.090
H -0.375 0.884 -1.888
H 1.184 -1.238 1.207
H 0.340 0.183 1.227
H 0.133 1.638 -1.701
H 1.976 -0.937 -0.214
H -0.144 -1.072 1.203
O -1.819 2.029 -0.972
H 0.543 0.408 0.400
H -0.390 2.731 -1.221
O -0.311 -3.248 0.862

**ΔE to the lowest compared entry with this formula, charge and spin**: 28.6 kcal/mol
**Orbital gap**: 0.4217 hartree
**Net charge**: +1
**Highest occupied orbital energy**: -14.55 eV


Entry 2:
The following is a quantum chemistry calculation of C4H10S2 in the gas phase at a distorted geometry, from the OMol25 dataset.

Each line ends with the Mulliken charge.
Element x y z (Å)
C (0.1714, 2.3416, -0.2129)  -1.122
C (-0.6160, 1.0243, -0.2574)  -0.218
C (0.0723, -0.1033, -1.0643)  -0.823
S (1.6911, -0.6113, -0.5140)  -0.074
S (1.0727, -1.1406, 1.6547)  -0.136
C (0.0371, -2.4866, 1.0947)  -0.835
H (1.1993, 2.2998, -0.5852)  0.314
H (-0.2638, 3.0280, -0.9540)  0.317
H (0.1302, 2.8676, 0.7443)  0.298
H (-0.6010, 0.6269, 0.7579)  0.152
H (-1.6237, 1.3324, -0.5352)  0.424
H (-0.7201, -0.8602, -1.0832)  0.301
H (0.1636, 0.1988, -2.1132)  0.439
H (-0.1907, -3.0641, 1.9994)  0.346
H (-0.9525, -2.2480, 0.6896)  0.280
H (0.4303, -3.2053, 0.3788)  0.335

Cartesian forces, eV/Å:
C -0.056 0.885 -1.129
C 1.786 0.602 0.938
C -2.106 1.025 -0.614
S -0.766 -0.343 2.466
S 0.806 0.186 -3.069
C -1.182 -1.154 0.682
H 0.101 -0.468 0.577
H -0.167 0.028 0.233
H 0.115 -0.261 -0.048
H -0.564 0.073 0.079
H -0.126 -0.914 -0.299
H 0.715 -0.654 -0.028
H 0.381 -0.005 0.005
H 0.073 0.017 -0.011
H 0.216 0.688 0.148
H 0.774 0.296 0.070

**ΔE to the lowest compared entry with this formula, charge and spin**: 25.3 kcal/mol
**Orbital gap**: 0.3210 hartree
**Highest occupied orbital energy**: -8.85 eV
**SMILES**: CCCSSC


Entry 3:
The following is a quantum chemistry calculation of 9 unconnected molecules or ions with the total composition C44H44F3N5O at a distorted geometry, from the OMol25 dataset.

Each line ends with the Mulliken charge.
Element x y z (Å)
F (2.9505, -1.3487, -6.0632)  -0.342
C (2.7786, -1.7890, -4.7985)  0.473
C (3.8318, -2.5108, -4.2469)  -0.566
C (3.6579, -2.9944, -2.9655)  -0.616
C (2.4477, -2.8115, -2.3026)  -0.083
C (1.4285, -2.0737, -2.8758)  -0.158
C (1.5849, -1.5280, -4.1463)  -0.731
H (4.7113, -2.6604, -4.8555)  0.447
H (4.3741, -3.7043, -2.5674)  0.367
H (2.3307, -3.2677, -1.3297)  0.332
H (0.5102, -1.9545, -2.3180)  0.396
H (0.7840, -0.9824, -4.6224)  0.454
F (-5.7206, -4.2100, 3.1245)  -0.342
C (-5.0448, -3.3618, 2.3520)  0.372
C (-5.4577, -3.1104, 1.0417)  -0.381
C (-4.8548, -2.2326, 0.1821)  -0.842
C (-3.7804, -1.4855, 0.6855)  -0.445
C (-3.3253, -1.7288, 1.9834)  0.003
C (-3.9282, -2.6778, 2.7970)  -0.591
H (-6.2941, -3.6997, 0.6677)  0.397
H (-5.1824, -2.0034, -0.8215)  0.469
H (-3.3006, -0.6337, 0.2199)  0.503
H (-2.4691, -1.1280, 2.2614)  0.411
H (-3.5097, -2.9189, 3.7695)  0.438
F (-5.9990, 0.8249, 4.5808)  -0.341
C (-5.0910, 1.5358, 3.8917)  0.469
C (-4.1485, 2.2712, 4.6216)  -0.377
C (-3.1591, 2.9706, 3.9619)  -0.748
C (-3.0487, 2.8511, 2.5761)  -0.032
C (-4.0190, 2.1667, 1.8744)  -0.082
C (-5.0788, 1.5212, 2.5054)  -0.659
H (-4.2004, 2.1816, 5.6989)  0.422
H (-2.4662, 3.5012, 4.6038)  0.363
H (-2.1824, 3.2307, 2.0546)  0.225
H (-3.7668, 2.0306, 0.8270)  0.320
H (-5.7962, 1.0146, 1.8753)  0.413
C (0.9991, -0.0319, 0.2471)  0.543
C (0.5843, 0.6843, 1.3524)  -0.610
C (0.8294, 2.0617, 1.3660)  -0.680
N (1.5388, 2.7033, 0.4244)  -0.398
C (1.9676, 1.9742, -0.6133)  -0.970
C (1.7754, 0.6095, -0.7065)  -0.339
H (0.7308, -1.0740, 0.1386)  0.321
H (-0.1050, 0.2717, 2.0752)  0.417
H (0.3949, 2.7740, 2.0574)  0.565
H (2.5666, 2.4645, -1.3743)  0.719
H (2.2930, 0.1054, -1.5121)  0.447
C (1.6272, -4.8929, 3.5241)  -0.452
C (2.0890, -4.4948, 2.2845)  -0.439
C (1.6540, -3.2975, 1.7272)  -0.185
N (0.8381, -2.4340, 2.3274)  -0.014
C (0.3618, -2.8310, 3.5350)  -0.230
C (0.6607, -4.0650, 4.0666)  -0.631
H (2.0096, -5.7586, 4.0427)  0.431
H (2.7765, -5.0972, 1.7020)  0.385
H (2.0357, -2.9496, 0.7741)  0.327
H (-0.4337, -2.1991, 3.9081)  0.438
H (0.2418, -4.2456, 5.0543)  0.377
C (-2.6772, -6.1169, -1.0521)  -0.343
C (-2.1090, -6.4258, -2.2762)  -0.449
C (-1.1402, -5.5889, -2.8197)  -0.333
N (-0.7267, -4.4881, -2.2044)  -0.095
C (-1.3293, -4.1778, -1.0590)  -0.107
C (-2.2726, -4.9658, -0.3910)  -0.732
H (-3.3889, -6.8200, -0.6359)  0.388
H (-2.3014, -7.3833, -2.7434)  0.353
H (-0.6786, -5.9605, -3.7289)  0.334
H (-1.0212, -3.2180, -0.6512)  0.548
H (-2.5864, -4.7072, 0.6100)  0.446
C (7.4256, 3.9784, -3.1380)  -0.228
C (6.7003, 3.7329, -4.3050)  -0.382
C (5.4290, 3.1840, -4.1707)  -0.296
N (4.9143, 2.7878, -2.9954)  -0.313
C (5.6503, 2.9756, -1.9102)  -0.053
C (6.8984, 3.6182, -1.9386)  -0.638
H (8.3770, 4.4879, -3.2386)  0.362
H (7.0593, 3.9818, -5.2928)  0.370
H (4.8371, 3.0175, -5.0607)  0.363
H (5.3100, 2.5259, -0.9854)  0.470
H (7.4388, 3.7759, -1.0138)  0.348
C (-3.0872, 5.8662, -0.2007)  -0.446
C (-4.0457, 5.4244, -1.1201)  -0.308
C (-3.8427, 4.2066, -1.7295)  -0.362
N (-2.8119, 3.4036, -1.4500)  -0.532
C (-1.8753, 3.8527, -0.6235)  -0.299
C (-1.9646, 5.0904, -0.0022)  -0.371
H (-3.2824, 6.7953, 0.3184)  0.384
H (-4.8845, 6.0611, -1.3661)  0.400
H (-4.6696, 3.8586, -2.3423)  0.347
H (-1.0864, 3.1417, -0.4037)  0.775
H (-1.2368, 5.5026, 0.6869)  0.416
C (4.6519, 4.9625, 1.4796)  -0.416
O (3.2570, 4.9319, 1.7568)  -0.502
H (5.2087, 5.0065, 2.4173)  0.287
H (4.9270, 4.0278, 0.9824)  0.055
H (5.0069, 5.7876, 0.8558)  0.244
H (2.9249, 4.3052, 1.0977)  0.357

Cartesian forces, eV/Å:
F -0.146 0.172 -0.072
C 0.222 0.014 -0.040
C -0.638 0.579 -0.185
C -0.273 -0.882 -0.177
C 0.481 0.051 0.122
C 0.074 0.022 0.092
C 0.210 -0.387 0.156
H 0.098 -0.118 0.125
H 0.200 0.355 0.197
H -0.186 -0.001 -0.012
H -0.111 0.086 -0.192
H 0.082 0.084 -0.108
F 0.033 -0.226 0.099
C 0.814 1.455 -1.482
C -1.533 -1.712 -0.043
C 1.380 1.542 0.463
C -0.094 -0.036 0.948
C -0.142 0.069 -1.024
C 0.318 -0.433 0.901
H -0.012 0.111 0.152
H -0.341 -0.427 -0.002
H -0.168 -0.284 -0.692
H -0.009 -0.229 0.592
H -0.153 0.174 0.048
F -0.196 -0.031 -0.080
C 0.515 0.562 -0.283
C -0.858 -0.770 -0.197
C 0.069 -0.376 0.273
C 0.128 0.273 0.731
C 0.875 -0.256 -0.210
C 0.220 0.112 -0.084
H 0.030 0.303 0.031
H 0.257 0.112 -0.406
H -0.092 0.227 0.006
H -0.754 0.035 -0.157
H -0.168 -0.266 0.391
C 0.468 -0.216 -0.035
C -0.999 1.134 -0.308
C 0.287 0.315 -0.608
N -0.213 -0.289 -0.415
C 0.629 0.016 0.668
C 0.125 0.068 -0.229
H 0.137 -0.051 0.133
H 0.259 -0.198 0.152
H 0.045 -0.495 0.616
H -0.076 0.186 0.042
H -0.439 -0.237 -0.114
C -0.201 0.651 -0.594
C 0.355 -0.351 -0.521
C 0.068 0.622 0.224
N -0.193 -0.651 0.872
C -0.359 -0.094 -2.284
C 0.032 0.438 2.034
H -0.176 -0.173 -0.092
H 0.078 -0.001 0.166
H 0.067 -0.239 -0.090
H 0.235 0.063 0.537
H -0.001 -0.360 -0.171
C -0.012 -0.228 0.165
C 0.281 -0.058 0.068
C -0.306 -1.005 0.523
N -0.351 0.129 -0.502
C 0.075 0.253 0.359
C 0.478 0.024 -0.688
H -0.012 0.157 0.222
H -0.270 0.153 -0.164
H 0.332 0.633 -0.082
H 0.006 -0.132 0.298
H -0.277 0.135 -0.081
C 0.342 0.562 -1.483
C -0.695 -0.097 0.453
C 0.486 -0.061 0.225
N -0.066 -0.045 -0.274
C 0.787 0.069 -0.303
C -0.589 -0.572 0.998
H 0.074 -0.134 0.266
H 0.154 0.075 0.047
H -0.233 -0.052 0.068
H -0.311 0.218 0.068
H -0.016 0.004 -0.012
C -0.809 -0.170 -0.857
C 0.766 0.628 0.462
C -0.571 -0.073 0.463
N -0.355 -0.126 -0.444
C -0.213 -0.097 0.021
C 0.009 0.680 0.647
H 0.381 0.038 0.075
H -0.176 -0.216 0.036
H 0.467 -0.411 -0.359
H 0.229 0.252 -0.048
H 0.321 -0.530 -0.051
C 0.263 -0.473 0.360
O 0.551 0.041 -0.583
H -0.066 0.033 0.051
H 0.245 0.053 -0.007
H -0.416 0.161 -0.077
H -0.765 0.144 0.276

**ΔE to the lowest compared entry with this formula, charge and spin**: 1.1 kcal/mol
**Orbital gap**: 0.3539 hartree
**Highest occupied orbital energy**: -9.04 eV
**SMILES**: Fc1ccccc1.Fc1ccccc1.Fc1ccccc1.c1ccncc1.c1ccncc1.c1ccncc1.c1ccncc1.c1ccncc1.CO